No. 1
This record from OMol25 describes a molecular structure, C47H48CaClN9O2PS2. The level of theory is ωB97M-V with the def2-TZVPD basis set.

```
! RIJCOSX wB97M-V def2-TZVPD def2/J DEFGRID3
* xyz -1 1
Ca -1.83 -1.29 1.29
C -0.44 -3.87 5.35
C -0.34 -3.34 3.96
O -1.45 -3.06 3.36
C 0.96 -3.16 3.38
C 1.29 -2.90 2.01
C 2.71 -3.23 1.55
N 0.42 -2.46 1.12
N 1.00 -2.39 -0.16
C 0.49 -1.48 -0.95
O -0.61 -0.83 -0.69
C 1.25 -1.23 -2.28
C 2.36 -1.98 -2.54
C 2.91 -1.93 -3.84
C 2.27 -1.13 -4.76
C 1.14 -0.36 -4.46
C 0.63 -0.41 -3.19
H 0.40 -4.48 5.73
H -1.38 -4.50 5.42
H -0.53 -2.99 6.02
H 1.77 -3.41 3.93
H 3.21 -3.73 2.36
H 3.31 -2.35 1.29
H 2.60 -3.83 0.65
H 2.63 -2.68 -1.74
H 3.68 -2.59 -4.19
H 2.69 -1.10 -5.74
H 0.71 0.26 -5.29
H -0.29 0.07 -2.96
S -5.67 1.81 0.64
C -4.43 2.45 -0.42
C -3.34 1.61 -0.39
C -3.43 0.43 0.40
C -4.62 0.43 1.05
C -5.12 -0.57 2.00
C -6.42 -0.66 2.48
C -6.75 -1.61 3.43
C -5.82 -2.51 3.82
C -4.53 -2.37 3.30
N -4.17 -1.50 2.39
H -4.72 3.32 -0.92
H -2.50 1.85 -1.06
H -7.16 0.07 2.16
H -7.81 -1.64 3.74
H -6.17 -3.24 4.60
H -3.80 -2.96 3.66
Cl -1.04 4.09 -2.77
C 0.49 4.74 -3.27
C 0.51 5.70 -4.21
C 1.69 6.44 -4.50
C 2.83 6.09 -3.76
C 2.81 5.07 -2.80
C 1.63 4.42 -2.45
P 1.39 3.24 -1.09
C 0.71 4.36 0.14
C -0.11 3.84 1.14
C -0.59 4.69 2.14
C -0.21 6.02 2.18
C 0.59 6.54 1.14
C 1.00 5.73 0.09
C 3.03 2.87 -0.42
C 3.54 1.63 -0.91
C 4.63 1.02 -0.39
C 5.41 1.77 0.48
C 4.97 3.02 0.97
C 3.80 3.57 0.50
H -0.36 6.00 -4.76
H 1.70 7.12 -5.32
H 3.80 6.51 -4.07
H 3.71 4.88 -2.34
H -0.31 2.72 1.10
H -1.26 4.26 2.92
H -0.51 6.71 3.09
H 0.68 7.70 1.15
H 1.54 6.13 -0.76
H 2.86 1.06 -1.65
H 4.94 0.07 -0.70
H 6.27 1.33 0.92
H 5.41 3.54 1.77
H 3.50 4.55 0.83
C -1.25 -3.51 -3.61
C -1.30 -5.04 -3.56
C -2.67 -5.45 -4.26
C -1.29 -5.67 -2.16
N -2.09 -4.88 -1.19
C -1.64 -3.81 -0.48
N -2.68 -3.23 0.05
N -3.76 -3.87 -0.35
N -3.48 -4.88 -1.08
H -0.82 -3.19 -4.53
H -0.69 -3.05 -2.79
H -2.26 -3.13 -3.62
H -0.49 -5.48 -4.16
H -3.57 -4.94 -3.81
H -2.82 -6.50 -4.23
H -2.62 -5.26 -5.33
H -0.24 -5.64 -1.87
H -1.53 -6.69 -2.14
H -0.64 -3.61 -0.47
S -1.16 0.62 3.48
C 0.52 0.95 3.24
N 1.30 0.48 2.28
C 2.69 0.62 2.66
C 2.62 1.51 3.95
N 1.18 1.73 4.14
H 0.96 -0.14 1.55
H 3.24 1.10 1.92
H 3.21 -0.31 2.87
H 3.19 2.46 3.79
H 3.13 0.96 4.74
H 0.81 1.86 5.11
*
```

Output
Energy: -4738.6711 Eh


No. 2
This record from OMol25 describes 6 unconnected molecules or ions with the total composition C47H48NO27. The level of theory is ωB97M-V with the def2-TZVPD basis set.

```
! RIJCOSX wB97M-V def2-TZVPD def2/J DEFGRID3
* xyz 1 1
C -0.62 -4.76 4.07
C -1.62 -4.31 3.01
O -0.99 -4.03 1.76
C -0.39 -2.76 1.67
C -0.47 -2.34 0.22
O 0.11 -1.05 0.05
C 1.26 -0.98 -0.78
C 0.87 -0.32 -2.10
O 1.96 0.42 -2.67
C 1.74 1.81 -2.69
C 1.87 2.36 -1.29
C 3.08 2.18 -0.68
N 3.30 2.60 0.57
C 2.38 3.22 1.33
C 2.71 3.62 2.73
C 2.44 2.45 3.69
O 2.89 1.20 3.22
C 1.16 3.45 0.75
C 0.89 3.03 -0.55
C -0.48 3.31 -1.10
O -1.05 2.60 -1.87
O -1.03 4.47 -0.60
O -0.81 5.43 -1.68
C -2.04 6.16 -1.81
C -2.20 7.20 -0.72
H -1.04 -5.59 4.65
H -0.39 -3.97 4.79
H 0.28 -5.12 3.59
H -2.33 -5.11 2.81
H -2.20 -3.45 3.35
H -0.90 -2.03 2.30
H 0.65 -2.80 2.01
H -1.53 -2.28 -0.06
H -0.02 -3.09 -0.42
H 1.99 -0.33 -0.28
H 1.75 -1.93 -0.92
H 0.03 0.34 -1.89
H 0.53 -1.05 -2.83
H 2.52 2.25 -3.31
H 0.78 2.06 -3.14
H 3.89 1.68 -1.19
H 4.21 2.42 0.98
H 3.73 3.98 2.81
H 2.04 4.43 2.99
H 2.85 2.68 4.68
H 1.37 2.35 3.81
H 3.86 1.18 3.21
H 0.40 3.97 1.31
H -2.86 5.45 -1.83
H -1.93 6.62 -2.79
H -1.25 7.70 -0.56
H -2.51 6.74 0.21
H -2.94 7.94 -1.03
C -0.74 -8.13 -1.75
C -0.11 -9.29 -1.52
C 0.88 -9.45 -0.39
O 1.38 -10.55 -0.25
C 1.16 -8.31 0.46
C 0.53 -7.15 0.22
C -0.46 -6.99 -0.90
O -0.97 -5.89 -1.04
O 0.72 -6.05 0.94
O -0.29 -10.38 -2.24
H -1.44 -8.00 -2.56
H 1.88 -8.43 1.26
H 0.09 -5.37 0.61
H 0.29 -11.06 -1.85
C 2.31 -4.92 -3.41
C 2.26 -5.76 -4.46
C 2.31 -5.27 -5.89
O 2.27 -6.12 -6.76
C 2.38 -3.84 -6.13
C 2.44 -3.01 -5.08
C 2.41 -3.51 -3.66
O 2.48 -2.65 -2.79
O 2.51 -1.69 -5.20
O 2.18 -7.07 -4.35
H 2.29 -5.26 -2.39
H 2.40 -3.50 -7.15
H 2.55 -1.32 -4.29
H 2.16 -7.43 -5.26
C -3.21 1.67 -6.12
C -3.16 2.11 -4.86
C -3.89 3.36 -4.42
O -3.78 3.68 -3.24
C -4.64 4.11 -5.40
C -4.70 3.67 -6.66
C -3.99 2.41 -7.10
O -4.11 2.09 -8.27
O -5.36 4.28 -7.63
O -2.48 1.51 -3.90
H -2.70 0.78 -6.45
H -5.15 5.01 -5.07
H -5.23 3.74 -8.43
H -2.61 2.04 -3.08
C 6.64 8.21 2.49
C 5.64 7.33 2.56
C 4.80 7.15 3.80
O 3.91 6.31 3.75
C 5.09 7.95 4.96
C 6.10 8.84 4.90
C 6.93 9.03 3.66
O 7.80 9.87 3.70
O 6.44 9.62 5.91
O 5.28 6.53 1.56
H 7.24 8.34 1.61
H 4.49 7.81 5.85
H 7.19 10.17 5.60
H 4.50 6.04 1.91
C -5.43 -2.06 4.50
C -6.51 -1.37 4.90
C -7.49 -1.94 5.90
O -8.43 -1.22 6.21
C -7.26 -3.27 6.43
C -6.19 -3.95 6.02
C -5.19 -3.38 5.04
O -4.24 -4.08 4.75
O -5.89 -5.17 6.44
O -6.82 -0.16 4.47
H -4.73 -1.66 3.78
H -7.98 -3.66 7.13
H -5.06 -5.42 5.99
H -7.65 0.08 4.92
*
```

Output
Energy: -3905.6216 Eh


No. 3
This record from OMol25 describes a molecular structure, C47H49BF9N6O2Re. The level of theory is ωB97M-V with the def2-TZVPD basis set.

```
! RIJCOSX wB97M-V def2-TZVPD def2/J DEFGRID3
* xyz -1 2
Re 0.16 -0.09 0.14
C -4.76 2.10 2.78
C -5.13 1.33 1.52
C -4.03 0.43 1.06
C -3.98 -0.93 1.09
C -5.01 -1.90 1.58
C -5.88 -2.47 0.46
C -2.70 -1.31 0.56
C -2.30 -2.60 0.35
C -1.05 -2.98 -0.11
C -0.66 -4.36 -0.28
C -1.52 -5.55 0.02
C -1.42 -5.94 1.50
C 0.64 -4.35 -0.66
C 1.04 -2.97 -0.74
C 2.28 -2.56 -1.15
C 2.61 -1.25 -1.44
N 1.73 -0.20 -1.33
C 2.36 0.84 -1.96
C 1.74 2.03 -2.25
C 0.45 2.34 -1.89
N -0.35 1.60 -1.06
C -1.46 2.39 -0.85
C -2.53 2.11 -0.03
C -2.78 0.86 0.49
N -1.95 -0.20 0.27
C -1.37 3.61 -1.62
C -0.19 3.58 -2.27
C 0.45 4.65 -3.09
C 1.29 5.58 -2.21
C -2.42 4.68 -1.65
C -3.61 4.32 -2.54
C 3.68 0.48 -2.37
C 3.84 -0.83 -2.04
C 5.05 -1.69 -2.20
C 5.81 -1.86 -0.88
C 4.64 1.38 -3.08
C 4.42 1.40 -4.59
N -0.01 -2.14 -0.40
C 1.52 -5.52 -0.96
C 1.65 -5.79 -2.46
H -5.59 2.72 3.13
H -3.90 2.75 2.60
H -4.47 1.42 3.58
H -5.40 2.03 0.72
H -6.03 0.73 1.70
H -5.65 -1.39 2.31
H -4.51 -2.70 2.12
H -6.42 -1.67 -0.06
H -6.61 -3.18 0.84
H -5.27 -2.98 -0.28
H -2.99 -3.39 0.60
H -1.21 -6.38 -0.61
H -2.56 -5.34 -0.24
H -0.39 -6.20 1.76
H -2.05 -6.80 1.72
H -1.71 -5.11 2.14
H 3.03 -3.32 -1.32
H 2.29 2.77 -2.81
H -3.29 2.88 0.10
H -0.33 5.23 -3.60
H 1.06 4.22 -3.88
H 0.67 6.07 -1.47
H 1.79 6.35 -2.81
H 2.05 5.02 -1.67
H -1.97 5.61 -2.01
H -2.77 4.88 -0.63
H -3.28 4.16 -3.57
H -4.36 5.11 -2.54
H -4.08 3.39 -2.20
H 5.71 -1.26 -2.96
H 4.76 -2.68 -2.58
H 6.14 -0.89 -0.50
H 6.69 -2.50 -1.00
H 5.16 -2.30 -0.12
H 5.66 1.06 -2.86
H 4.56 2.39 -2.67
H 4.55 0.40 -5.01
H 5.13 2.07 -5.09
H 3.41 1.72 -4.83
H 1.12 -6.40 -0.46
H 2.51 -5.36 -0.53
H 0.67 -5.99 -2.90
H 2.29 -6.65 -2.66
H 2.06 -4.92 -2.98
F 1.39 -2.75 1.93
C 2.25 -1.73 1.91
C 1.96 -0.52 1.28
C 2.99 0.41 1.34
F 2.87 1.61 0.76
C 4.20 0.19 1.98
F 5.16 1.14 1.98
C 4.43 -1.01 2.61
F 5.60 -1.25 3.22
C 3.45 -1.97 2.57
F 3.66 -3.16 3.16
C -0.78 5.08 2.15
N -0.64 3.66 2.38
C -1.20 3.10 3.51
C -0.89 1.86 3.88
C 0.13 1.17 3.08
O 0.86 0.35 3.57
N 0.15 1.52 1.70
C 0.12 2.88 1.48
O 0.71 3.47 0.58
H -0.48 5.65 3.03
H -1.82 5.34 1.90
H -0.14 5.35 1.31
H -1.87 3.75 4.07
H -1.27 1.38 4.76
F -2.41 -0.84 3.92
B -1.51 -1.86 3.55
F -2.26 -3.00 3.18
F -0.64 -2.18 4.57
F -0.80 -1.41 2.38
*
```

Output
Energy: -3301.7308 Eh


No. 4
This record from OMol25 describes a molecular structure, C47H49BF9N6O2Re. The level of theory is ωB97M-V with the def2-TZVPD basis set.

```
! RIJCOSX wB97M-V def2-TZVPD def2/J DEFGRID3
* xyz -1 4
Re 0.22 0.26 0.17
C -4.81 2.86 -2.75
C -4.12 3.44 -1.51
C -2.71 2.97 -1.35
C -1.54 3.63 -1.76
C -1.42 4.97 -2.42
C -1.40 4.89 -3.95
C -0.48 2.79 -1.44
C 0.89 3.04 -1.72
C 1.90 2.17 -1.55
C 3.29 2.41 -1.88
C 3.83 3.73 -2.32
C 3.98 4.70 -1.14
C 3.97 1.27 -1.62
C 3.00 0.29 -1.14
C 3.31 -0.99 -0.82
C 2.36 -1.98 -0.54
N 1.02 -1.79 -0.52
C 0.48 -3.07 -0.36
C -0.83 -3.38 -0.42
C -1.90 -2.48 -0.55
N -1.74 -1.12 -0.58
C -2.98 -0.61 -0.53
C -3.23 0.79 -0.20
C -2.31 1.76 -0.80
N -0.96 1.63 -0.86
C -3.97 -1.62 -0.52
C -3.27 -2.82 -0.54
C -3.84 -4.21 -0.55
C -3.84 -4.84 -1.95
C -5.46 -1.42 -0.48
C -6.02 -1.31 0.94
C 1.53 -4.04 -0.21
C 2.70 -3.37 -0.32
C 4.10 -3.91 -0.24
C 4.68 -4.25 -1.61
C 1.33 -5.48 0.12
C 0.97 -5.67 1.60
N 1.75 0.86 -1.07
C 5.44 1.03 -1.68
C 6.09 1.15 -0.29
H -5.84 3.22 -2.85
H -4.82 1.77 -2.71
H -4.26 3.14 -3.66
H -4.71 3.19 -0.62
H -4.13 4.54 -1.57
H -0.51 5.47 -2.07
H -2.25 5.60 -2.10
H -0.58 4.24 -4.29
H -1.26 5.88 -4.40
H -2.33 4.47 -4.33
H 1.13 4.01 -2.13
H 3.16 4.17 -3.07
H 4.80 3.59 -2.81
H 3.02 4.88 -0.66
H 4.39 5.66 -1.47
H 4.65 4.28 -0.38
H 4.35 -1.29 -0.85
H -1.08 -4.43 -0.32
H -4.24 1.06 -0.49
H -4.87 -4.19 -0.17
H -3.28 -4.85 0.13
H -4.43 -4.24 -2.64
H -4.25 -5.86 -1.94
H -2.82 -4.89 -2.35
H -5.95 -2.25 -1.00
H -5.72 -0.52 -1.05
H -5.78 -2.20 1.52
H -7.11 -1.19 0.93
H -5.58 -0.45 1.46
H 4.11 -4.79 0.40
H 4.74 -3.17 0.26
H 4.06 -5.00 -2.11
H 5.70 -4.65 -1.53
H 4.71 -3.37 -2.25
H 2.25 -6.03 -0.10
H 0.55 -5.91 -0.52
H 1.75 -5.24 2.23
H 0.85 -6.72 1.85
H 0.04 -5.14 1.83
H 5.90 1.74 -2.36
H 5.63 0.03 -2.08
H 6.02 2.18 0.07
H 7.14 0.85 -0.31
H 5.57 0.52 0.44
F -1.48 2.71 1.74
C -0.16 2.89 1.90
C 0.76 2.01 1.34
C 2.08 2.39 1.57
F 3.12 1.73 1.06
C 2.45 3.53 2.27
F 3.74 3.84 2.42
C 1.49 4.35 2.81
F 1.83 5.45 3.49
C 0.16 4.03 2.61
F -0.80 4.82 3.11
C -0.74 -2.23 4.84
N -1.42 -1.27 3.96
C -2.52 -0.59 4.33
C -3.18 0.19 3.45
C -2.61 0.34 2.15
O -3.35 1.00 1.30
N -1.42 -0.15 1.86
C -0.93 -1.18 2.66
O -0.15 -2.00 2.24
H -1.12 -2.10 5.85
H 0.33 -2.05 4.80
H -0.93 -3.25 4.50
H -2.86 -0.74 5.34
H -4.10 0.70 3.69
F 1.87 -0.67 4.01
B 2.63 -0.98 2.86
F 2.76 -2.36 2.70
F 3.87 -0.35 2.90
F 1.91 -0.44 1.70
*
```

Output
Energy: -3301.6955 Eh


Ordered max |F| results: 4.09, 0.60, 0.77, 0.83; unit eV/A.